Below is 9 unconnected molecules or ions with the total composition C54H129N7O14, with properties calculated with ωB97M-V/def2-TZVPD.

Atoms and positions in Å:
O: -2.05123 -1.94508 -7.90966
O: -1.24739 2.18035 6.92884
O: 2.00061 -3.81955 3.61577
O: -4.77650 -0.76677 2.37741
O: -4.21533 0.23883 -4.56801
O: 2.40700 0.64027 3.43520
O: 9.05469 -3.33647 0.25674
O: -2.77243 -2.93474 -3.37595
O: 1.75972 0.83616 -0.50485
O: -1.02843 1.33462 -5.95823
O: -2.33194 -4.55714 3.28041
O: -1.95230 4.24839 1.86581
O: 2.02980 -2.99760 -6.03233
O: -5.59131 1.70790 5.64925
N: 8.08366 -2.35560 0.73398
N: 0.73344 -0.61746 -4.65340
N: -0.84088 2.48818 4.05479
N: -3.38803 1.14320 3.76108
N: -4.42074 -2.37779 -5.74245
N: -1.34722 3.91681 0.55308
N: -0.47113 -2.60068 3.79942
C: 3.71343 1.06702 3.18388
C: -4.90991 -1.12083 -6.29883
C: -3.54278 -3.22590 -6.55077
C: -2.06941 -2.79764 -6.76682
C: -5.35757 -0.15267 -5.23565
C: -0.55704 1.46749 -4.66804
C: 1.83404 -2.54349 4.26673
C: -3.04320 -5.30997 2.26482
C: 3.27370 -3.82209 3.08448
C: -5.85084 -1.46811 1.73954
C: 9.75902 -0.58190 -0.25557
C: -4.86877 2.66249 4.91328
C: 9.86681 -1.36479 2.10612
C: -4.32621 2.19025 3.56321
C: 0.77229 4.66852 1.40872
C: -0.80295 2.47764 -6.72563
C: -0.70640 4.42118 -2.18721
C: 7.00057 -2.34348 -0.27878
C: 8.93253 -1.07870 0.91139
C: -1.81455 3.55882 -1.82780
C: 6.28322 -3.74264 -0.17498
C: -0.35070 0.07265 -4.08357
C: -2.87367 0.58629 2.51922
C: -3.93032 0.03897 1.61530
C: -3.02079 -2.22848 -2.18641
C: 0.49924 -2.53494 4.90253
C: -4.43784 1.08072 -3.44480
C: 0.17104 1.30196 3.95208
C: 3.14570 -3.12670 -6.88506
C: -3.26007 5.17159 -0.49003
C: -0.46786 0.08208 0.06949
C: -0.10739 2.94030 6.47223
C: 1.25111 -1.81392 -4.02986
C: 1.55157 1.69540 3.44503
C: -0.47875 3.46910 5.09338
C: 5.97332 -1.23369 0.18761
C: 0.35001 4.40870 -1.07205
C: -2.10246 -2.74859 -1.14420
C: -2.43964 3.89103 -0.44909
C: -0.20487 4.91184 0.23678
C: 7.84360 -0.08234 1.36587
C: -6.21960 2.37728 6.71577
C: 7.45994 -2.00873 -1.75009
C: -3.43442 2.76000 -0.03507
C: 1.52997 -1.49908 0.16833
C: -2.70603 -3.12123 3.18712
C: 1.05280 -0.04177 0.31557
C: -1.82344 -2.49762 4.31875
C: -4.46568 -2.32699 -1.74134
C: 6.77672 0.09653 0.32685
C: -0.70695 -1.43444 -8.10397
C: 2.43741 -2.37711 -4.83948
C: -0.51971 6.41089 0.19255
C: -0.88903 1.48685 8.04072
H: 4.16435 1.61858 4.01594
H: 1.51750 -1.63228 -2.99477
H: -1.22637 6.59412 1.00682
H: -1.80095 1.18817 8.55513
H: 1.88962 2.50615 4.12339
H: 7.18949 0.22077 -0.68671
H: -3.60775 -4.20151 -6.05241
H: -2.45072 -6.21191 2.12546
H: 0.11574 3.81179 7.19795
H: 9.16470 -0.24623 -1.08807
H: 1.26948 4.95152 -1.21479
H: 10.07203 -0.45172 2.63961
H: 3.45245 -3.12030 2.29825
H: -4.01879 3.01419 0.81709
H: -3.74823 0.45843 4.39552
H: 5.24935 -3.57682 -0.52811
H: 9.35410 -2.01517 2.74143
H: -3.74039 5.30815 0.49913
H: -1.24584 2.10581 -4.10115
H: -1.01369 5.46764 -2.43393
H: 7.31110 -0.33316 2.33738
H: -2.34288 -3.78965 -1.05137
H: -5.20789 -2.24305 -2.52370
H: -4.76067 -1.49697 -1.11969
H: -6.67193 3.31057 6.25484
H: 0.42379 1.95387 -4.73222
H: 0.26250 2.63616 -6.81696
H: -0.36789 0.51690 7.87679
H: -2.83163 -1.09809 -2.34312
H: -3.47953 1.48170 -3.02261
H: 10.39979 -1.40984 -0.65523
H: -1.35575 3.62223 2.33079
H: 0.25985 -1.63678 5.46157
H: -1.24287 -0.60691 -4.16928
H: 5.71013 -1.57926 1.14443
H: -0.82273 -0.48326 -8.57834
H: -6.46255 -0.92026 1.03723
H: 6.80918 -2.55317 -2.43400
H: -0.35916 0.73251 3.21797
H: -1.68516 -2.29473 -5.90831
H: 8.30500 0.84578 1.51633
H: 0.67672 -0.66874 -5.62982
H: 7.41768 -1.02387 -1.98958
H: 0.23635 4.85957 2.36632
H: -0.44624 -3.55545 3.41601
H: 6.32903 -4.17656 0.83896
H: -5.49732 -2.39301 1.28091
H: -4.92168 0.46945 -2.64718
H: -0.27542 2.15328 8.70275
H: 0.50142 -2.60320 -3.82412
H: 2.61489 -1.56960 0.22630
H: -4.17508 2.51619 -0.87612
H: -3.84870 3.04047 3.06433
H: -4.01084 -5.61716 2.61085
H: 1.62606 0.64885 -1.48405
H: 0.40297 7.01604 0.33348
H: -5.27717 1.90587 3.04525
H: 8.48055 -2.47385 -1.82790
H: -5.09615 1.93479 -3.62510
H: -2.33418 -2.36373 -0.17736
H: 3.45137 -4.85150 2.77679
H: -3.94723 -3.28776 -7.57513
H: -5.83012 0.73885 -5.66388
H: -1.41116 -3.68019 -6.90750
H: -1.03917 -2.70101 -1.42067
H: -1.22637 3.37176 -6.21213
H: 10.38995 0.23660 0.13512
H: 1.34341 -1.87219 -0.92245
H: -7.00634 1.74695 7.12435
H: 1.95048 -1.67606 3.58076
H: 1.64397 2.34294 2.47769
H: -0.80774 -0.01914 -0.93943
H: -1.39165 4.11678 5.21535
H: 3.93222 -3.59992 3.93422
H: 10.83485 -1.80353 1.78854
H: -6.07678 -0.56898 -4.49380
H: -0.19188 -2.09847 -8.82553
H: -3.79747 -3.11363 3.28328
H: -4.61943 -3.30366 -1.27627
H: -0.11170 -1.38661 -7.18776
H: 3.16090 -1.52635 -4.99598
H: 2.98541 -3.13623 -4.22458
H: 0.78008 2.35525 6.54119
H: -1.30131 2.35266 -7.64838
H: -4.54408 0.91723 1.26105
H: -4.10089 3.04013 5.56012
H: -2.47552 -2.74970 2.20478
H: -2.82595 1.83669 0.13927
H: -3.31147 -2.62064 -4.10225
H: 5.02364 -1.21397 -0.44872
H: -2.07999 -0.14234 2.73146
H: -0.92422 6.83972 -0.78216
H: 1.01933 -2.12821 0.88909
H: 4.00084 -3.53874 -6.37839
H: 3.34402 -2.17597 -7.32394
H: 1.46835 5.51529 1.37138
H: 0.32972 -3.39995 5.56807
H: -2.34136 1.40774 2.05193
H: -3.90311 5.32136 -1.34231
H: 1.29329 3.74349 1.28216
H: -4.09961 -0.58796 -6.90914
H: 2.69111 -2.45808 5.07474
H: 2.90797 -3.75232 -7.73998
H: -5.52404 2.68037 7.43919
H: 3.76291 1.62298 2.22051
H: -0.16466 0.23052 -3.02934
H: -5.19539 -2.96183 -5.32178
H: -1.75428 2.10916 4.15841
H: -2.01323 -1.49493 4.65586
H: -3.51645 -0.50167 0.71215
H: 6.77353 -4.35643 -0.82609
H: -2.61767 3.57662 -2.54146
H: -1.12553 -0.68334 0.59826
H: -0.27811 4.02316 -3.09696
H: -6.46680 -1.77044 2.56545
H: -2.56785 5.98868 -0.62152
H: -1.41876 2.55263 -1.66890
H: 0.32220 4.09972 4.78069
H: 4.38486 0.16476 3.01891
H: -0.74526 1.07096 0.40327
H: 0.74916 3.43853 -0.84429
H: -5.54389 3.47492 4.63621
H: -3.13985 -4.79275 1.32139
H: 1.27850 0.22023 1.33991
H: 0.33519 0.67513 4.87863
H: -5.63827 -1.27865 -7.11652
H: 6.21622 0.98932 0.69648
H: 8.94268 -4.08153 0.88574
H: -1.94445 -3.12336 5.23354

HOMO level = -8.310 eV
Structure (SMILES) = CC1(C)CCCC(C)(C)N1O.CC1(C)CCCC(C)(C)N1O.COCCNCCOC.COCCNCCOC.COCCNCCOC.COCCNCCOC.COCCNCCOC.CC(C)O.CC(C)O
Frontier orbital gap = 8.94 eV